Record 1
{"formula": "C2H2FINO2", "method": "ωB97M-V/def2-TZVPD", "charge": -1, "de_lowest_kcal_mol": 9.3, "homo_lumo_gap_ev": 7.02, "smiles": "O=C([O-])[C@H](I)NF", "lumo_energy_ev": 2.8, "symbols": ["O", "C", "O", "C", "I", "N", "F", "H", "H"], "xyz": [[2.117952, 0.733424, 0.695672], [1.396631, -0.081259, 0.093729], [1.832534, -1.266728, -0.207644], [-0.100850, 0.247847, -0.303591], [-0.540137, 2.379654, -0.258518], [-0.997370, -0.542201, 0.557845], [-1.755816, -1.432410, -0.214088], [-0.249011, -0.099664, -1.356992], [-1.703934, 0.061338, 0.993587]], "forces_ev_per_angstrom": [[-1.4, 0.9, -0.3], [3.2, -2.3, 0.4], [-2.5, 2.1, -0.2], [0.4, -1.5, -0.6], [0.0, -0.3, 0.0], [0.6, 1.0, 0.7], [-0.4, -0.1, -0.5], [0.0, 0.4, 0.9], [0.2, -0.3, -0.4]]}


Record 2
{"formula": "C2H2FIO", "method": "ωB97M-V/def2-TZVPD", "de_lowest_kcal_mol": 28.9, "homo_lumo_gap_ev": 9.25, "smiles": "O=C=CF.I", "lumo_energy_ev": -0.2, "symbols": ["C", "C", "O", "F", "I", "H", "H"], "xyz": [[0.660588, 0.725797, 0.181386], [1.670062, -0.093178, 0.414890], [-0.180914, 1.432967, -0.220814], [2.407887, -0.551713, -0.629483], [-3.828350, -0.143198, -0.852057], [-2.762473, -1.110526, -0.284545], [2.033199, -0.260152, 1.390621]], "forces_ev_per_angstrom": [[-0.3, 0.5, -1.6], [-0.3, 0.5, -0.1], [0.6, -0.7, 0.9], [-0.2, 0.0, 0.1], [-0.9, 0.8, -0.5], [0.9, -0.8, 0.5], [0.3, -0.4, 0.7]]}


Record 3
{"formula": "C2H2FIS", "method": "ωB97M-V/def2-TZVPD", "de_lowest_kcal_mol": 96.0, "homo_lumo_gap_ev": [8.45, 6.45], "lumo_energy_ev": [-0.9, -2.8], "symbols": ["C", "C", "F", "S", "I", "H", "H"], "xyz": [[0.249665, -1.011451, -0.119202], [-0.129069, 0.244780, -0.511136], [1.396196, -1.477702, -0.661991], [-0.731640, -2.253332, 0.614566], [-1.834858, 1.022175, 0.311778], [0.525721, 2.421659, 1.160125], [0.523982, 1.053872, -0.794140]], "forces_ev_per_angstrom": [[-1.1, -2.2, -0.8], [-0.2, 0.3, 1.8], [0.2, 0.5, 0.3], [1.1, 1.6, -0.6], [-0.5, 0.2, -0.2], [0.1, 0.1, 0.1], [0.4, -0.4, -0.7]]}


Record 4
{"formula": "C2H2FLuO2", "method": "ωB97M-V/def2-TZVPD", "charge": 2, "homo_lumo_gap_ev": 8.01, "lumo_energy_ev": -12.4, "symbols": ["H", "O", "C", "C", "O", "H", "F", "Lu"], "xyz": [[1.910763, -0.370168, 0.745265], [1.028677, 0.798224, -1.119143], [1.250552, 0.655137, 0.012459], [0.541567, -0.096226, 1.137470], [-0.580758, -0.561929, 0.763695], [0.646431, 0.439601, 2.098329], [-3.099153, -0.520223, -2.500312], [-1.698080, -0.344416, -1.137764]], "forces_ev_per_angstrom": [[-0.8, -1.8, 0.6], [1.5, 0.0, 0.4], [-3.7, 0.1, -0.3], [2.1, 3.9, 0.5], [-0.1, -1.1, -1.6], [0.7, -0.9, -0.1], [1.7, 0.1, 1.8], [-1.4, -0.3, -1.3]]}


Record 5
{"formula": "C2H2FN", "method": "ωB97M-V/def2-TZVPD", "de_lowest_kcal_mol": 90.3, "homo_lumo_gap_ev": 11.03, "lumo_energy_ev": -0.3, "symbols": ["C", "C", "N", "F", "H", "H"], "xyz": [[0.318947, 0.008755, 0.236677], [-0.788432, -0.326047, -0.584174], [-0.360845, 0.868345, -0.619632], [0.873143, 0.768013, 1.903589], [1.321266, -0.193653, 0.001207], [-1.364079, -1.125413, -0.937666]], "forces_ev_per_angstrom": [[1.6, 1.3, 1.0], [1.1, 0.2, 2.7], [-0.8, 0.9, -0.8], [-1.9, -1.7, -2.9], [1.3, -0.3, 0.7], [-1.2, -0.4, -0.6]]}


Record 6
{"formula": "C2H2FN3O", "method": "ωB97M-V/def2-TZVPD", "de_lowest_kcal_mol": 79.1, "homo_lumo_gap_ev": 8.76, "lumo_energy_ev": 0.3, "symbols": ["C", "C", "N", "N", "N", "O", "F", "H", "H"], "xyz": [[0.859943, 0.539855, 1.249554], [-0.323627, -0.454028, -1.937549], [0.070486, 0.159294, 2.048803], [0.205049, 0.432014, -2.568776], [-0.555863, -0.586243, 2.789209], [-0.825595, -1.176655, -1.193780], [1.509415, 1.435170, 0.648908], [0.520049, 0.510227, -3.468548], [-1.459858, -0.859634, 2.432178]], "forces_ev_per_angstrom": [[-0.8, -2.8, 0.8], [0.8, 1.3, -0.9], [1.2, 1.4, -2.2], [-1.0, -0.4, 2.6], [-0.6, -0.9, 2.1], [-0.5, -0.8, 0.6], [0.4, 2.0, -0.3], [0.7, 0.0, -2.3], [-0.2, 0.3, -0.5]]}


Record 7
{"formula": "C2H2FN3S", "method": "ωB97M-V/def2-TZVPD", "de_lowest_kcal_mol": 87.2, "homo_lumo_gap_ev": [8.88, 8.88], "lumo_energy_ev": [-0.5, -0.5], "symbols": ["C", "C", "N", "N", "N", "F", "S", "H", "H"], "xyz": [[0.457669, -1.123571, -0.553683], [-0.442868, 2.762162, -0.177028], [0.336790, -1.905783, 0.324297], [-0.551118, 1.606298, -0.373525], [-0.172641, -2.624812, 1.142011], [1.348121, -0.211344, -0.829111], [-0.779941, 4.158982, 0.423077], [-0.062679, 0.980175, -1.024668], [-0.133329, -3.642105, 1.068633]], "forces_ev_per_angstrom": [[-0.9, 1.1, -2.0], [-1.3, 1.2, 1.2], [0.7, -1.2, 0.3], [1.0, -2.7, -1.8], [-1.5, -0.5, 2.2], [1.3, -0.2, 0.2], [0.5, 1.3, 0.0], [-0.6, 0.8, 0.6], [0.8, 0.2, -0.7]]}


Record 8
{"formula": "C2H2FNO", "method": "ωB97M-V/def2-TZVPD", "de_lowest_kcal_mol": 88.7, "homo_lumo_gap_ev": [8.77, 8.10], "lumo_energy_ev": [-0.7, -0.8], "symbols": ["C", "C", "N", "O", "F", "H", "H"], "xyz": [[-0.291739, -1.291849, 0.040784], [0.584344, 0.099786, -0.086097], [-0.205262, 1.053495, -0.602463], [-1.406604, -1.552365, 0.078756], [-1.004311, 1.642748, 0.376824], [0.922393, 0.185284, 0.954994], [1.401177, -0.137101, -0.762795]], "forces_ev_per_angstrom": [[-2.0, -1.8, 0.1], [0.9, 2.6, 0.3], [0.4, -0.4, -0.7], [0.8, 0.3, 0.0], [0.1, -0.5, 0.5], [-0.1, 0.0, -0.1], [-0.2, -0.1, 0.0]]}